(1)
{
  "formula": "C10H14F30N5O27S10",
  "method": "the ωB97M-V functional and the def2-TZVPD basis",
  "fmax_ev_per_a": 3.456,
  "homo_ev": 0.47,
  "multiplicity": 1,
  "gap_ev": 7.1,
  "charge": -5,
  "total_energy_ev": -263198.713,
  "symbols": ["F", "H", "F", "O", "O", "F", "F", "F", "O", "O", "N", "F", "O", "F", "O", "F", "H", "H", "N", "F", "F", "C", "O", "O", "O", "O", "F", "H", "N", "N", "F", "O", "O", "O", "C", "S", "F", "S", "O", "F", "S", "C", "O", "F", "O", "H", "O", "O", "H", "F", "H", "F", "C", "F", "H", "S", "S", "O", "C", "H", "O", "S", "F", "H", "F", "O", "F", "S", "F", "O", "F", "C", "H", "C", "C", "H", "O", "F", "N", "H", "O", "H", "O", "C", "O", "O", "F", "S", "F", "C", "F", "S", "F", "F", "S", "F"],
  "xyz": [[-10.047, -5.669, 18.487], [-16.665, -3.985, 16.492], [-15.865, -8.472, 22.080], [-21.051, -10.353, 13.767], [-16.855, -5.143, 26.357], [-17.560, -8.638, 18.565], [-24.722, -4.861, 12.047], [-19.035, -3.572, 25.912], [-15.828, -4.440, 24.239], [-9.334, -1.703, 19.148], [-8.294, -3.817, 20.293], [-6.641, -0.944, 19.440], [-23.337, -8.070, 11.007], [-17.829, -6.659, 19.327], [-18.491, -7.460, 22.372], [-21.125, -6.004, 15.835], [-19.408, -6.600, 12.537], [-17.265, -0.343, 19.023], [-16.162, -5.302, 17.532], [-10.206, -3.749, 17.560], [-19.926, -12.388, 11.044], [-16.479, -10.956, 14.870], [-17.553, -6.400, 15.754], [-17.468, -5.305, 21.927], [-18.936, -11.572, 15.190], [-16.149, -7.785, 13.308], [-6.329, -1.933, 21.412], [-14.496, -4.969, 14.807], [-17.711, -6.303, 24.358], [-23.809, -7.352, 13.288], [-22.320, -7.726, 16.367], [-9.501, -2.087, 21.551], [-14.282, -9.532, 19.036], [-14.792, -5.352, 13.967], [-15.787, -7.233, 22.533], [-17.524, -6.472, 22.755], [-14.447, -2.966, 18.081], [-7.820, -4.280, 18.755], [-17.515, -3.544, 19.204], [-15.042, -6.484, 21.749], [-18.270, -10.337, 14.831], [-23.936, -5.472, 11.158], [-13.853, -5.744, 16.678], [-24.746, -5.879, 10.164], [-24.311, -6.058, 15.391], [-15.482, -8.268, 13.799], [-20.222, -9.758, 11.581], [-14.445, -6.686, 18.849], [-16.976, -3.310, 15.146], [-12.783, -4.032, 18.860], [-13.856, -9.633, 18.180], [-7.468, -0.138, 21.265], [-17.921, -7.417, 18.224], [-9.007, -5.308, 16.622], [-16.100, -0.645, 18.085], [-23.279, -6.190, 14.395], [-16.744, -6.754, 16.866], [-7.252, -3.176, 18.027], [-9.398, -4.761, 17.766], [-14.465, -4.759, 13.286], [-18.264, -9.320, 15.846], [-19.980, -10.401, 12.835], [-17.685, -2.418, 24.678], [-17.024, -4.221, 18.684], [-16.225, -11.622, 16.001], [-18.797, -7.176, 13.014], [-23.056, -4.599, 10.675], [-23.043, -6.987, 11.918], [-21.067, -7.834, 14.653], [-17.166, -3.235, 16.086], [-15.590, -9.969, 14.810], [-14.132, -4.044, 18.806], [-14.489, -8.583, 19.077], [-21.827, -7.020, 15.344], [-19.709, -12.227, 12.355], [-16.011, -6.864, 13.567], [-22.730, -4.979, 13.856], [-14.685, -4.006, 19.986], [-18.474, -9.843, 13.319], [-18.973, -7.001, 13.947], [-15.761, -7.747, 16.616], [-17.849, -4.039, 19.962], [-16.974, -0.955, 18.340], [-18.301, -3.602, 24.799], [-7.012, -5.456, 18.833], [-21.636, -6.734, 11.995], [-19.062, -3.764, 23.734], [-8.791, -2.295, 20.321], [-16.242, -11.801, 13.846], [-7.179, -1.285, 20.603], [-20.611, -12.959, 13.022], [-16.964, -4.951, 24.933], [-15.177, -7.204, 23.740], [-19.156, -7.379, 17.783], [-14.621, -5.621, 17.894], [-18.502, -12.697, 12.630]],
  "forces_ev_per_a": [[-0.034, -0.279, -0.080], [-0.578, 0.548, -0.250], [0.192, -0.040, 0.066], [-0.219, -0.686, 0.707], [0.025, 0.254, 0.256], [-0.115, -0.343, -0.131], [-0.080, 0.266, -0.193], [-0.475, 0.066, 0.004], [0.074, 0.146, -0.367], [-0.166, 0.161, -0.707], [0.095, -0.169, -2.527], [0.731, -0.008, 0.308], [-0.981, 0.654, -0.384], [-0.081, 0.034, -0.224], [0.262, -0.531, 0.131], [0.251, -0.045, 0.001], [-0.171, -0.205, 0.183], [0.054, -0.134, 0.105], [0.981, -2.499, -0.021], [0.186, 0.196, -0.418], [-0.026, -0.235, -0.186], [-0.441, 0.574, -0.386], [-0.829, 0.600, -0.006], [0.191, 0.572, 0.500], [-0.286, -0.251, -0.242], [0.377, -0.049, -0.439], [0.476, -0.088, -0.589], [-0.025, -0.384, 0.157], [1.398, 2.272, -0.514], [1.486, 3.047, 0.499], [-0.304, 0.092, 0.127], [0.252, -0.071, 0.177], [0.162, -0.074, 0.235], [0.184, 0.476, -0.064], [-0.464, 1.003, 0.867], [-0.781, -0.887, -0.634], [-0.477, 0.064, 0.169], [-0.321, 1.352, 0.870], [-0.026, -0.424, 0.200], [-0.098, -0.169, -0.540], [1.194, -0.171, 0.970], [0.235, -0.750, 0.838], [0.797, 0.927, 0.270], [0.148, 0.159, -0.263], [-0.041, -0.042, 0.101], [0.010, 0.171, 0.152], [0.107, -0.455, -0.582], [0.270, 0.513, 0.514], [-0.121, -0.211, 0.006], [-0.321, -0.284, 0.675], [-0.174, 0.116, -0.100], [-0.068, 0.078, -0.267], [0.998, 0.674, 0.114], [0.027, 0.091, -0.372], [0.024, -0.158, -0.006], [-0.634, -1.860, 0.571], [-1.093, 1.136, -0.340], [-0.018, -0.097, -0.420], [0.551, -0.206, 1.688], [-0.058, -0.016, -0.002], [-0.076, 0.012, -0.623], [2.104, 2.087, -1.223], [-0.081, 0.300, 0.208], [-0.618, 0.506, 0.334], [-0.265, -0.149, 0.094], [-0.214, 0.784, -0.339], [-0.157, 0.138, -0.206], [0.409, -3.333, -0.818], [-0.090, 0.484, -0.312], [0.512, 0.106, -0.221], [0.242, -0.148, -0.093], [0.492, -0.459, -1.572], [0.030, -0.163, -0.134], [-0.580, 0.105, 0.048], [-0.488, 0.828, 0.840], [-0.144, -0.151, 0.090], [0.027, 0.076, -0.258], [0.273, 0.193, 0.321], [-2.136, -2.086, 1.064], [0.270, -0.046, -0.017], [0.730, -0.539, 0.671], [0.160, -0.064, -0.015], [-0.020, 0.598, -0.176], [1.418, -0.566, -0.464], [-0.253, -0.799, 0.273], [-0.189, 1.336, 0.191], [-0.508, 0.016, 0.168], [0.488, 0.250, 1.679], [0.153, -0.038, 0.018], [-1.668, -0.289, 0.402], [-0.041, -0.464, -0.213], [-1.347, -1.588, 0.666], [0.067, -0.782, -0.008], [-0.330, -0.146, -0.030], [-0.587, -0.248, -0.358], [0.183, -0.183, -0.194]]
}

(2)
{
  "formula": "C10H14F3N",
  "method": "the ωB97M-V functional and the def2-TZVPD basis",
  "e_above_lowest_ev": 1.4035,
  "fmax_ev_per_a": 6.775,
  "homo_ev": -9.80,
  "multiplicity": 1,
  "gap_ev": 10.4,
  "total_energy_ev": -20235.520,
  "symbols": ["H", "C", "C", "N", "C", "C", "C", "C", "H", "H", "H", "H", "C", "H", "C", "H", "C", "H", "C", "H", "H", "H", "F", "H", "H", "H", "F", "F"],
  "xyz": [[1.922, -0.448, 3.647], [-0.398, 1.037, 0.012], [0.978, -1.036, -0.441], [0.414, -0.555, -3.356], [0.873, 0.126, 1.959], [-2.182, 0.141, -2.804], [-0.343, 0.012, -2.256], [-0.474, 0.823, 1.507], [-1.389, 1.515, -0.378], [0.423, -1.009, 3.573], [-1.043, -0.964, -0.494], [-0.705, 1.785, 1.908], [0.564, 0.701, -3.129], [0.965, -2.012, -0.962], [1.103, -1.091, 1.132], [0.276, -1.789, 1.665], [-0.336, -0.308, -0.790], [1.878, -0.458, -0.732], [0.979, -0.168, 3.439], [1.078, 1.566, -3.365], [0.366, 1.615, -0.299], [2.089, -1.655, 1.417], [-2.355, -0.326, -4.022], [0.651, 0.607, 3.946], [1.561, 0.838, 1.693], [-1.293, 0.192, 1.995], [-2.590, 1.423, -2.799], [-3.013, -0.560, -2.067]],
  "forces_ev_per_a": [[3.529, -0.598, 1.032], [-6.012, -3.033, -0.746], [0.158, 0.696, 1.529], [1.125, 1.251, -0.215], [-1.745, 1.072, -0.428], [3.380, 0.353, 0.805], [-5.066, 0.486, -1.210], [0.248, -1.810, 1.097], [1.671, -0.365, 0.805], [-2.038, -2.327, 0.971], [-2.915, -1.818, 0.608], [0.610, 0.823, 0.905], [-1.578, -3.244, 1.285], [0.380, 0.315, 0.613], [-0.617, -4.360, 0.904], [1.496, 0.744, -1.829], [4.470, 2.594, -0.490], [-0.471, -0.266, -0.395], [-0.324, -0.944, -4.336], [1.013, 1.335, -0.861], [2.763, 2.144, -0.669], [-1.552, 1.249, -0.453], [0.564, -0.098, -1.293], [-1.449, 3.641, 2.880], [2.284, 1.938, -0.494], [0.495, 0.416, -1.562], [0.026, 0.236, 0.103], [-0.444, -0.433, 1.443]]
}

(3)
{
  "formula": "C10H14F3N2O3",
  "method": "the ωB97M-V functional and the def2-TZVPD basis",
  "fmax_ev_per_a": 3.113,
  "homo_ev": -14.90,
  "multiplicity": 1,
  "gap_ev": 11.4,
  "smiles": "C[C@H](F)[C@H]1[C@@H](CC(=O)F)[C@@H](O)[C@H](F)[NH2+][C@@H]1OC#N",
  "charge": 1,
  "total_energy_ev": -27863.609,
  "symbols": ["C", "H", "H", "O", "C", "C", "C", "N", "H", "H", "C", "O", "H", "H", "H", "N", "F", "H", "H", "H", "H", "C", "C", "C", "C", "C", "F", "H", "O", "H", "F", "H"],
  "xyz": [[0.809, 1.640, -0.199], [1.870, 1.667, -0.396], [2.420, -1.862, 0.629], [3.465, 0.315, -1.430], [-1.306, 0.571, -0.876], [2.156, -0.907, 0.202], [-1.478, -0.821, 1.187], [-2.086, -0.468, -0.124], [0.512, 0.394, -1.844], [-0.356, 2.409, 1.462], [0.196, 0.387, -0.811], [-1.737, 0.424, -2.236], [0.577, 0.982, 1.878], [-1.633, 1.542, -0.535], [2.366, -0.155, 0.944], [-4.053, 1.213, -2.478], [-2.377, -1.626, 1.776], [0.809, -1.100, 2.495], [-0.555, -2.559, 0.548], [-3.056, -0.159, 0.004], [1.355, 2.512, 1.669], [0.685, -0.965, -0.212], [0.572, 1.882, 1.279], [-0.207, -1.597, 0.905], [2.989, -0.710, -1.018], [-2.906, 0.971, -2.420], [0.255, 2.697, -0.881], [-1.348, 0.048, 1.815], [0.440, -1.892, 2.097], [-2.131, -1.324, -0.686], [3.086, -1.845, -1.710], [0.668, -1.667, -1.033]],
  "forces_ev_per_a": [[0.140, -0.049, 0.716], [0.282, -0.177, -0.207], [0.085, -0.334, 0.150], [-0.628, -1.564, 0.634], [-0.151, -0.180, -0.709], [-0.085, -0.418, 0.083], [0.201, -0.488, 0.063], [-0.109, 0.174, -0.003], [0.107, 0.067, -0.401], [-0.384, 0.060, -0.066], [0.155, -0.337, 0.495], [0.374, 0.472, 0.017], [0.081, -0.292, 0.112], [0.014, 0.231, 0.327], [0.140, 0.399, 0.087], [2.601, -0.082, 0.071], [-0.482, -0.328, 0.294], [0.145, 0.152, 0.193], [-0.099, -0.367, -0.155], [-0.083, 0.038, 0.019], [0.246, 0.272, 0.141], [-0.357, 0.295, -0.014], [0.063, 0.022, 0.034], [0.353, 0.331, -0.104], [0.841, 1.974, -0.762], [-3.092, -0.326, -0.161], [-0.277, 0.637, -0.482], [0.024, 0.506, -0.099], [0.008, -0.129, 0.257], [-0.021, -0.054, -0.089], [0.081, -0.209, -0.172], [-0.173, -0.296, -0.267]]
}